DFT (ωB97M-V/def2-TZVPD) results for a molecular structure, C22H30Cl2F6Li2N2NaO18 in a non-equilibrium geometry.

```
83
Properties=species:S:1:pos:R:3:lowdin_charge:R:1
C -3.795 4.505 -0.075 -0.1022
C -3.917 3.005 -0.245 -0.2497
C -3.326 2.173 0.898 -0.1105
C -1.902 1.560 0.570 -0.3420
C -2.294 0.355 -0.260 -0.0995
C -1.419 0.089 -1.473 -0.0902
O -0.379 -0.837 -1.046 -0.0130
C 0.286 -1.411 -2.042 -0.4971
O -0.128 -2.501 -2.446 0.0110
C 1.524 -0.850 -2.658 -0.1074
C 1.411 0.611 -3.104 -0.0532
O -1.262 2.638 -0.105 0.1116
C -0.813 3.425 0.926 -0.5244
O -0.405 4.521 0.838 0.2190
O -0.853 2.739 2.117 0.0889
C -1.080 1.321 1.804 -0.2031
C -1.811 0.820 3.039 0.0415
C -2.461 -0.545 2.887 -0.4839
O -3.558 -0.726 3.325 0.1403
O -1.802 -1.574 2.279 0.0508
C 0.384 0.806 1.599 -0.3882
F 0.438 -0.491 1.922 -0.0627
F 0.782 0.937 0.303 0.1165
C 1.416 1.548 2.439 -0.0912
C 1.582 1.272 3.773 -0.0788
C 2.467 1.922 4.591 -0.0227
C 3.257 2.931 3.957 -0.0609
C 3.078 3.180 2.632 -0.0760
C 3.928 4.287 2.032 -0.5919
F 3.203 5.436 2.079 0.1322
F 5.021 4.508 2.768 0.1492
F 4.220 4.045 0.786 0.2119
C 2.174 2.515 1.859 0.0836
H -2.890 4.828 -0.605 0.0693
H -4.679 4.984 -0.485 0.0493
H -3.616 4.776 0.966 0.0798
H -5.005 2.836 -0.222 0.0713
H -3.543 2.686 -1.223 0.1147
H -3.982 1.312 1.130 0.0946
H -3.319 2.787 1.795 0.1270
H -3.307 0.534 -0.644 0.0539
H -2.310 -0.572 0.320 0.1167
H -1.054 0.985 -1.966 0.1358
H -2.035 -0.432 -2.214 0.1317
H 1.714 -1.452 -3.544 0.1365
H 2.385 -0.973 -1.995 0.1476
H 0.647 0.755 -3.864 0.0917
H 1.261 1.299 -2.274 0.0732
H 2.349 0.896 -3.574 0.0923
H -2.611 1.502 3.292 0.1366
H -1.144 0.780 3.898 0.1445
H -1.457 -2.184 2.948 0.1343
H 0.961 0.507 4.213 0.0692
H 2.527 1.654 5.637 0.1134
H 3.986 3.502 4.517 0.0418
H 2.070 2.745 0.812 0.1524
F -6.429 4.186 -0.365 -0.7325
Na 3.654 4.050 5.919 0.8292
Li 0.656 -3.374 -0.974 0.7883
Cl 2.075 -1.797 3.333 -0.4270
N 1.147 -6.789 -2.724 0.2806
H 0.963 -7.306 -3.613 0.1485
H 0.871 -7.357 -1.906 0.0979
H 2.137 -6.574 -2.669 0.1320
H 0.599 -5.937 -2.763 0.0765
C -0.131 -4.825 -5.174 -0.9704
O 0.664 -5.780 -5.419 -0.0683
O -0.183 -3.753 -5.857 -0.0520
O -0.972 -4.843 -4.175 -0.1147
O -3.063 -3.961 -2.009 0.2355
H -3.790 -3.771 -2.650 0.1678
H -3.279 -3.616 -1.104 0.1340
H -2.194 -3.608 -2.336 0.1164
Li -4.741 -0.269 -0.267 0.7006
O 8.490 1.679 -0.495 -0.3811
Cl 7.474 2.592 -0.034 0.6127
O 7.746 2.972 1.339 -0.4060
O 6.176 1.949 -0.101 -0.4088
O 7.467 3.774 -0.866 -0.3897
N -1.575 -8.440 -2.017 -0.6170
O -0.694 -8.526 -1.108 -0.1288
O -2.275 -9.383 -2.350 -0.0047
O -1.701 -7.269 -2.498 -0.1042
```

## Properties
DFT total energy = -4016.42976 Ha
2S+1 = 1
Total charge = -1
Highest occupied orbital energy = -4.30 eV
Orbital gap = 2.487 eV
E_LUMO = -1.82 eV